No. 1
21
Properties=species:S:1:pos:R:3 method="wB97M-V/def2-TZVPD" total_charge=0 lumo_energy_ev="-0.9 / -0.7" total_energy_ev=-51170.75708 multiplicity=5 homo_lumo_gap_ev="6.94 / 7.55" e_above_lowest_kj_mol=544.1 s2=6.091
C -1.930 2.132 -0.115
O -0.913 2.137 0.825
C -2.404 0.716 -0.434
O -1.209 -0.037 -0.695
C -1.230 -1.400 -0.586
C 0.157 -1.952 -0.543
O 0.971 -1.159 0.276
Co 0.300 0.674 0.567
H -1.585 2.594 -1.066
H -2.821 2.704 0.211
H -3.061 0.678 -1.316
H -2.923 0.257 0.420
H -2.088 -1.925 -1.014
H 0.579 -1.983 -1.575
H 0.114 -2.998 -0.186
O 2.060 1.186 0.162
H 2.612 1.632 0.807
C 2.934 -0.298 -0.311
H 3.159 0.154 -1.295
H 3.197 -0.769 0.652
H 3.544 -1.113 -0.723

***

No. 2
93
Properties=species:S:1:pos:R:3 method="wB97M-V/def2-TZVPD" total_charge=+2 lumo_energy_ev="-5.4 / -6.7" total_energy_ev=-76685.61209 multiplicity=4 homo_lumo_gap_ev="7.57 / 6.21" e_above_lowest_kj_mol=0.0 s2=3.765
Re 0.586 -1.285 0.106
C -2.601 -4.192 3.673
N -2.148 -3.053 2.851
C -2.879 -1.907 2.652
C -2.165 -1.129 1.803
N -0.999 -1.793 1.478
C -1.020 -2.963 2.128
P 0.215 -4.284 2.003
C 0.252 -4.313 0.187
N 0.305 -3.223 -0.591
C 0.332 -3.646 -1.913
C 0.263 -4.999 -1.906
N 0.214 -5.399 -0.590
C 0.131 -6.805 -0.142
C 1.684 -3.244 2.224
N 1.870 -2.073 1.616
C 3.077 -1.560 2.051
C 3.610 -2.442 2.932
N 2.724 -3.492 3.034
C 2.934 -4.680 3.887
H -3.216 -3.805 4.478
H -1.747 -4.707 4.100
H -3.185 -4.880 3.069
H -3.833 -1.743 3.128
H -2.388 -0.145 1.438
H 0.368 -2.948 -2.731
H 0.255 -5.704 -2.721
H 0.215 -7.441 -1.016
H -0.822 -6.994 0.344
H 0.949 -7.031 0.536
H 3.470 -0.608 1.730
H 4.532 -2.412 3.491
H 3.971 -4.989 3.810
H 2.298 -5.490 3.548
H 2.700 -4.440 4.921
O 1.344 0.563 0.631
C 2.496 1.108 -0.131
C 3.088 -0.109 -0.821
O 4.193 -0.219 -1.234
O 2.170 -1.126 -0.973
C 1.957 2.083 -1.185
C 2.006 3.457 -0.966
C 1.596 4.340 -1.957
C 1.135 3.861 -3.173
C 1.050 2.492 -3.389
C 1.455 1.608 -2.401
C 3.474 1.723 0.873
C 3.129 1.902 2.210
C 4.011 2.520 3.096
C 5.242 2.967 2.650
C 5.590 2.789 1.317
C 4.715 2.178 0.432
H 0.587 1.197 0.715
H 2.371 3.848 -0.023
H 1.653 5.407 -1.778
H 0.845 4.552 -3.955
H 0.686 2.107 -4.333
H 1.410 0.545 -2.615
H 2.172 1.562 2.584
H 3.724 2.657 4.131
H 5.928 3.456 3.333
H 6.551 3.137 0.957
H 5.000 2.051 -0.603
O -0.517 -1.087 -3.256
C -0.997 -0.280 -2.494
N -1.841 0.723 -2.787
C -2.255 1.527 -1.649
C -1.354 0.897 -0.582
O -1.192 1.289 0.570
N -0.724 -0.217 -1.093
C -1.980 3.021 -1.873
C -1.737 3.499 -3.153
C -1.591 4.865 -3.378
C -1.668 5.755 -2.323
C -1.899 5.276 -1.038
C -2.063 3.918 -0.814
C -3.738 1.310 -1.284
C -4.662 1.162 -2.313
C -6.014 1.019 -2.033
C -6.460 1.028 -0.718
C -5.548 1.195 0.309
C -4.192 1.335 0.029
H -2.249 0.772 -3.705
H -1.664 2.819 -3.993
H -1.411 5.226 -4.384
H -1.560 6.818 -2.498
H -1.968 5.966 -0.206
H -2.270 3.566 0.189
H -4.347 1.180 -3.351
H -6.721 0.908 -2.847
H -7.516 0.927 -0.501
H -5.890 1.233 1.337
H -3.500 1.512 0.844

***

No. 3
11
Properties=species:S:1:pos:R:3 method="wB97M-V/def2-TZVPD" total_charge=0 lumo_energy_ev=1.0 total_energy_ev=-7301.57940 homo_lumo_gap_ev=10.87 e_above_lowest_kj_mol=202.5
C 1.128 -0.201 -0.785
C 0.045 -0.126 0.278
O 0.171 -1.099 1.228
C -1.234 0.514 0.045
O -0.455 1.105 1.066
H 2.090 -0.530 -0.381
H 1.249 0.771 -1.254
H 0.860 -0.909 -1.590
H -2.157 0.018 0.327
H -1.306 1.143 -0.837
H -0.391 -0.687 1.903

***

No. 4
19
Properties=species:S:1:pos:R:3 method="wB97M-V/def2-TZVPD" total_charge=+1 lumo_energy_ev="-6.5 / -6.8" total_energy_ev=-7437.18375 multiplicity=2 homo_lumo_gap_ev="7.67 / 7.21" e_above_lowest_kj_mol=701.4 s2=0.782
C 3.138 -0.568 -0.206
C 2.494 0.689 0.342
C 1.254 0.993 -0.129
C 0.217 0.138 -1.037
C -1.199 0.184 -1.231
C -2.403 -0.215 -0.421
C -2.527 0.949 0.766
H 2.594 -0.754 -1.221
H 4.226 -0.441 -0.493
H 3.010 -1.538 0.434
H 0.846 -1.370 1.379
H 0.542 -1.677 0.784
H 0.716 1.991 0.080
H 0.782 -0.546 -1.601
H -3.468 -0.207 -0.893
H -2.515 -1.182 0.195
H -1.613 0.988 1.343
H -3.343 0.576 1.470
H -2.752 1.989 0.440

***

No. 5
78
Properties=species:S:1:pos:R:3 method="wB97M-V/def2-TZVPD" total_charge=0 lumo_energy_ev="0.0 / 0.1" total_energy_ev=-79093.78511 multiplicity=7 homo_lumo_gap_ev="8.44 / 8.47" e_above_lowest_kj_mol=3.8 s2=12.009
Eu 0.284 -0.110 -0.592
O -0.654 0.586 1.686
C -1.190 -0.542 2.406
C -1.638 -1.597 1.287
O -2.109 -2.654 1.657
O -1.479 -1.188 0.087
C -2.454 -0.146 3.155
C -3.044 -1.004 4.080
C -4.210 -0.642 4.732
C -4.811 0.583 4.480
C -4.234 1.441 3.558
C -3.069 1.077 2.898
C -0.123 -1.091 3.362
C 0.897 -0.251 3.806
C 1.803 -0.672 4.769
C 1.705 -1.938 5.319
C 0.706 -2.789 4.875
C -0.190 -2.376 3.901
H -0.633 1.334 2.290
H -2.597 -1.963 4.291
H -4.655 -1.325 5.445
H -5.723 0.864 4.990
H -4.697 2.395 3.341
H -2.663 1.751 2.154
H 1.005 0.753 3.419
H 2.586 0.006 5.089
H 2.404 -2.259 6.081
H 0.620 -3.789 5.282
H -0.951 -3.056 3.549
B 3.212 -0.005 0.700
N 2.699 -1.434 1.022
C 3.316 -2.451 1.632
C 2.505 -3.570 1.543
C 1.371 -3.122 0.866
N 1.506 -1.833 0.553
N 3.570 -0.037 -0.812
C 4.767 0.027 -1.407
C 4.592 -0.201 -2.761
C 3.217 -0.395 -2.898
N 2.610 -0.294 -1.717
H 4.183 0.240 1.351
H 2.288 0.788 0.855
H 4.282 -2.324 2.093
H 2.691 -4.553 1.939
H 0.463 -3.653 0.617
H 5.659 0.235 -0.839
H 5.343 -0.215 -3.532
H 2.649 -0.598 -3.794
C -3.315 -1.279 -4.783
C -1.937 -0.602 -4.797
C -0.949 -1.392 -4.010
N -0.547 -1.100 -2.828
N 0.325 -1.989 -2.281
C 0.603 -2.986 -3.059
N 1.442 -3.984 -2.726
S -0.256 -2.899 -4.580
H -4.032 -0.686 -5.350
H -3.673 -1.375 -3.759
H -3.264 -2.274 -5.228
H -1.994 0.386 -4.343
H -1.584 -0.493 -5.824
H 1.964 -3.887 -1.868
H 1.750 -4.644 -3.414
C -1.702 4.586 -3.251
C -0.398 4.566 -2.440
C 0.790 4.851 -3.369
C -0.459 5.633 -1.340
C -0.232 3.233 -1.839
C -0.100 2.117 -1.362
H -1.831 5.553 -3.744
H -2.558 4.407 -2.600
H -1.684 3.804 -4.012
H 0.662 5.818 -3.863
H 0.871 4.075 -4.131
H 1.722 4.867 -2.804
H -0.568 6.626 -1.782
H 0.451 5.615 -0.740
H -1.308 5.451 -0.679